1.
Entry from OMol25: 5 unconnected molecules or ions with the total composition C31H65BrN2O17S6Si in a non-equilibrium geometry (ωB97M-V/def2-TZVPD).

Structure (XYZ):
```
123
Properties=species:S:1:pos:R:3:forces:R:3:lowdin_charge:R:1
C 6.084849 -4.463112 0.494934 0.455 0.139 0.151 -0.12
C 6.057531 -2.931403 0.498749 -0.241 -0.208 -0.497 -0.26
C 4.913348 -2.380016 -0.354449 -0.139 0.125 0.700 -0.23
C 4.537841 -0.928012 -0.016282 -0.399 -0.219 -1.112 -0.20
C 3.724171 -0.320156 -1.200508 -0.058 -0.402 1.612 -0.20
C 2.349179 -0.995464 -1.153433 0.068 0.163 -0.879 -0.20
C 1.421605 -0.596019 -2.316072 -0.210 -0.106 0.473 -0.16
C 0.411208 0.464820 -1.896238 0.472 0.129 0.099 -0.21
N -0.517480 -0.079944 -0.899701 0.208 0.405 -0.394 -0.23
C -1.311167 -1.243651 -1.326781 -0.307 -0.108 0.096 -0.17
C -1.926430 -1.208951 -2.739402 -0.141 -0.205 0.337 -0.18
C -3.341156 -1.806187 -2.758533 0.512 0.005 -0.431 -0.20
C -3.400149 -3.320151 -2.540254 -0.428 0.138 0.215 -0.19
C -3.332378 -3.773461 -1.074169 0.560 -0.083 -0.397 -0.20
C -3.990316 -5.135672 -0.792191 0.073 0.413 0.784 -0.20
C -5.117684 -5.019933 0.239183 0.092 -0.103 -0.113 -0.28
C -5.572467 -6.370045 0.779714 -0.404 0.185 -0.176 -0.12
C -1.313898 0.910714 -0.288254 -0.250 0.146 0.166 -1.07
S -2.351148 1.896351 -1.052267 -0.016 -0.001 -0.066 0.75
S -1.024648 1.049038 1.471164 0.229 -0.768 0.150 0.89
C -2.670409 0.780335 2.180448 -0.513 0.481 -0.334 -0.50
C -3.413611 -0.483975 1.718860 -0.459 0.349 0.296 -0.29
C -4.642326 -0.184097 0.814221 0.368 -0.425 0.106 -0.33
Si -6.289608 -0.272812 1.698813 -0.125 0.093 -0.163 0.25
Br -7.723335 -1.308731 0.314104 -0.018 -0.023 0.024 0.33
C -7.097019 1.362265 2.129661 0.062 -0.195 0.233 -0.28
C -6.161009 2.480112 2.562806 -0.496 0.318 -0.122 -0.43
O -6.940361 3.682402 2.647790 0.163 0.034 -0.076 -0.05
C -5.472847 2.168641 3.916180 0.213 0.590 0.027 -0.22
N -6.092297 2.869182 5.059594 0.317 -0.692 -0.060 0.03
H 5.857194 -4.860359 -0.495365 -0.123 -0.016 0.017 0.07
H 7.080674 -4.825631 0.760643 -0.037 -0.071 0.056 0.06
H 5.391180 -4.873783 1.231396 -0.165 -0.030 -0.149 0.05
H 7.001280 -2.560106 0.093989 0.057 0.135 0.220 0.11
H 5.936470 -2.567675 1.520973 0.181 0.056 0.023 0.11
H 5.138299 -2.457580 -1.421955 0.146 -0.099 0.020 0.12
H 4.038473 -3.007636 -0.170347 -0.004 -0.063 -0.145 0.08
H 5.410797 -0.329403 0.231363 0.033 -0.004 -0.038 0.09
H 3.838582 -0.932955 0.824362 0.326 0.072 0.291 0.11
H 3.607928 0.743593 -0.980663 0.007 0.094 -0.401 0.09
H 4.243951 -0.465868 -2.148113 -0.036 0.087 -0.051 0.11
H 2.440705 -2.078876 -1.187821 0.216 -0.004 0.128 0.08
H 1.897096 -0.748291 -0.189863 -0.200 -0.036 -0.072 0.12
H 2.005414 -0.228508 -3.161884 -0.013 0.020 -0.022 0.12
H 0.896408 -1.493985 -2.646022 -0.067 0.105 -0.238 0.09
H 0.976708 1.253894 -1.386537 -0.084 0.080 -0.033 0.12
H -0.082995 0.946762 -2.747666 -0.164 -0.199 -0.035 0.10
H -2.137900 -1.327057 -0.619630 0.132 -0.019 0.053 0.08
H -0.716218 -2.149914 -1.197863 0.110 0.065 0.047 0.12
H -1.993446 -0.188432 -3.113786 0.143 0.037 0.042 0.08
H -1.288237 -1.793933 -3.406581 -0.008 0.177 -0.183 0.11
H -3.946067 -1.266273 -2.023633 -0.142 -0.107 -0.057 0.10
H -3.751593 -1.595744 -3.749797 -0.141 0.051 0.061 0.11
H -2.594832 -3.787974 -3.114235 -0.034 -0.072 -0.018 0.12
H -4.336764 -3.686390 -2.972759 -0.019 0.001 0.028 0.11
H -3.741905 -2.993618 -0.424963 -0.260 -0.084 -0.031 0.09
H -2.278518 -3.845636 -0.796468 -0.025 0.069 0.118 0.08
H -3.233474 -5.777376 -0.333811 -0.012 -0.254 -0.309 0.10
H -4.362911 -5.593464 -1.709978 0.088 -0.105 -0.010 0.11
H -4.754975 -4.415970 1.076571 -0.008 0.066 -0.026 0.10
H -5.957112 -4.477068 -0.203945 -0.062 0.024 0.080 0.10
H -4.746780 -6.905757 1.247937 0.006 -0.049 -0.015 0.07
H -5.995440 -6.985779 -0.017305 0.152 -0.093 -0.022 0.07
H -6.370044 -6.240558 1.513446 0.077 -0.027 0.102 0.07
H -3.279038 1.660352 1.959798 0.015 -0.005 0.012 0.04
H -2.530923 0.772066 3.260742 0.306 0.015 -0.023 0.07
H -2.740839 -1.179765 1.222507 0.078 0.003 0.131 0.08
H -3.789813 -0.977377 2.619530 0.244 -0.235 -0.016 0.08
H -4.697064 -0.982398 0.068178 -0.090 0.132 -0.116 0.03
H -4.503006 0.754050 0.276250 -0.102 -0.021 -0.064 0.04
H -6.175368 -1.163035 2.875432 0.062 0.017 0.009 -0.01
H -7.693979 1.665926 1.268264 0.035 0.110 -0.004 0.07
H -7.791294 1.164079 2.954060 -0.109 0.060 -0.069 0.09
H -5.417715 2.668052 1.780698 0.206 -0.343 0.098 0.12
H -6.431318 4.392972 2.247688 -0.065 -0.006 0.051 0.08
H -5.499864 1.095893 4.120706 0.029 -0.050 -0.179 0.10
H -4.421143 2.460154 3.835645 0.034 -0.135 -0.019 0.10
H -5.460780 3.604863 5.348679 -0.144 0.169 0.040 0.04
H -6.077355 2.203485 5.823508 -0.183 0.205 0.183 0.07
O 1.883512 -4.411039 -0.555233 -0.111 0.098 -0.096 -0.22
S 1.130831 -5.027530 0.476143 0.054 -0.009 0.098 0.59
O -0.258475 -4.779247 0.624243 0.007 -0.013 -0.148 -0.22
O 1.876792 -4.757580 1.859547 0.155 -0.020 -0.046 -0.19
C 2.191447 -5.994053 2.515225 -0.191 -0.183 0.150 -0.15
C 2.376743 -6.977159 1.376397 0.333 0.065 -0.062 -0.15
O 1.360179 -6.605062 0.432207 -0.159 -0.072 0.202 -0.18
H 1.352721 -6.271479 3.155865 0.004 -0.022 -0.007 0.13
H 3.086431 -5.867331 3.117745 0.033 0.163 -0.080 0.13
H 2.232343 -8.010702 1.676448 -0.172 -0.004 -0.089 0.14
H 3.352485 -6.863876 0.900182 0.012 0.012 0.030 0.13
O 7.542962 2.587370 -2.482985 0.079 -0.371 0.555 -0.22
S 6.329937 2.675239 -1.759821 -0.110 0.246 -0.212 0.60
O 5.959724 1.719720 -0.778694 0.297 0.094 0.071 -0.22
O 5.138376 2.826670 -2.814473 0.064 0.071 -0.087 -0.19
C 4.392524 4.023639 -2.567867 -0.198 0.044 0.217 -0.16
C 5.407744 4.973507 -1.964078 0.148 0.147 -0.315 -0.15
O 6.203038 4.131635 -1.114382 -0.244 -0.044 0.135 -0.18
H 3.586155 3.794946 -1.867564 0.003 0.025 0.008 0.13
H 3.974477 4.389104 -3.501773 0.104 -0.110 -0.092 0.14
H 4.953030 5.760989 -1.370085 0.056 -0.088 0.164 0.13
H 6.053486 5.411254 -2.728240 -0.032 -0.014 -0.028 0.12
O 7.388662 5.685225 -5.225505 0.021 -0.019 0.060 -0.23
S 7.916100 4.433189 -5.649221 -0.042 0.046 0.040 0.60
O 7.638005 3.255401 -4.917783 -0.066 0.114 -0.517 -0.21
O 9.489351 4.603025 -5.856999 -0.009 0.177 -0.045 -0.18
C 9.868108 4.243248 -7.191926 0.033 -0.285 -0.117 -0.16
C 8.645649 4.578149 -8.022893 0.080 0.306 -0.056 -0.16
O 7.546831 4.193497 -7.186732 0.070 -0.181 -0.003 -0.19
H 10.093496 3.175865 -7.214558 -0.018 -0.001 -0.024 0.14
H 10.747774 4.809510 -7.484287 -0.013 0.101 0.151 0.13
H 8.600856 4.028022 -8.958172 -0.133 -0.112 0.070 0.14
H 8.575661 5.649148 -8.222239 0.031 -0.001 -0.006 0.13
O -1.696698 5.516975 6.729727 -0.031 -0.112 0.000 -0.21
S -3.088607 5.554064 6.995799 -0.054 0.023 -0.060 0.59
O -3.704533 4.610134 7.856332 0.104 0.008 0.048 -0.22
O -3.867060 5.574888 5.594799 0.121 0.097 -0.089 -0.21
C -4.724465 6.724400 5.509745 -0.281 0.025 0.157 -0.16
C -4.024829 7.766670 6.359163 0.189 0.115 -0.244 -0.16
O -3.507839 7.017681 7.468987 -0.222 -0.039 0.042 -0.19
H -5.702247 6.459490 5.915301 -0.003 0.021 0.004 0.14
H -4.829094 7.023303 4.470742 0.132 -0.113 -0.048 0.14
H -4.695679 8.538663 6.723818 0.004 -0.077 0.176 0.14
H -3.188315 8.225560 5.829296 -0.019 -0.002 -0.027 0.13
```
Positions in Å, forces in eV/Å.

Results
* total charge: 0
* total energy: -213917.2379 eV
* F_max: 1.663 eV/Å
* Kohn-Sham gap: 0.285 Eh
* SMILES: CCCCCCCCN(CCCCCCCC)C(=S)SCCC[Si@H](Br)C[C@@H](O)CN.O=S1(=O)OCCO1.O=S1(=O)OCCO1.O=S1(=O)OCCO1.O=S1(=O)OCCO1

***

2.
Entry from OMol25: a molecular structure, C31H66BInNO17 (ωB97M-V/def2-TZVPD).

Structure (XYZ):
```
117
Properties=species:S:1:pos:R:3:forces:R:3:lowdin_charge:R:1
C -3.806400 2.552814 -4.707978 -0.101 -0.035 -0.080 -0.11
C -3.785530 1.764233 -6.024980 -0.101 0.169 -0.083 -0.28
C -2.465854 1.909518 -6.790811 0.105 -0.079 0.108 -0.22
C -1.247013 1.074245 -6.291024 0.081 0.143 0.008 -0.21
C -1.370184 0.245561 -5.001102 0.162 0.007 -0.044 -0.34
C -0.264446 -0.815176 -4.854143 -0.275 -0.111 -0.148 -0.31
In 0.102439 -1.440772 -2.753749 0.188 -0.038 0.065 0.68
C -1.142238 -3.270545 -2.304374 -0.235 -0.041 0.222 -0.25
C -2.392877 -2.942363 -1.586778 0.107 -0.155 -0.124 -0.58
C -3.313263 -1.968439 -2.295844 -0.075 -0.069 -0.075 -0.08
N -2.670299 -3.439597 -0.436141 0.039 0.169 0.030 0.08
B 2.326877 -1.938083 -2.351164 -0.037 -0.065 -0.263 -0.63
O 3.359931 -1.531402 -3.214129 0.397 0.352 0.832 0.05
O 2.758200 -2.693833 -1.259966 -0.233 0.083 -0.003 -0.05
C 3.478501 -2.006989 -0.245554 0.108 -0.143 -0.020 -0.28
C 2.687892 -2.012441 1.051368 0.373 0.053 0.271 -0.06
H -4.513570 2.124846 -3.992267 0.096 0.007 -0.003 0.07
H -4.127711 3.584582 -4.888022 0.142 -0.046 0.008 0.07
H -2.819367 2.581774 -4.245141 -0.087 -0.045 0.092 0.06
H -4.590138 2.148975 -6.664311 0.029 -0.092 0.031 0.09
H -4.024232 0.711292 -5.853541 0.124 0.048 0.017 0.09
H -2.190474 2.971470 -6.768644 -0.094 -0.025 -0.063 0.09
H -2.641136 1.662092 -7.843764 -0.010 0.039 0.069 0.09
H -0.921559 0.406632 -7.096759 -0.086 -0.012 0.075 0.10
H -0.409585 1.765045 -6.127569 0.014 -0.122 -0.119 0.10
H -1.331369 0.926200 -4.142089 -0.191 -0.046 -0.053 0.07
H -2.337607 -0.268031 -4.973143 0.025 0.103 0.113 0.09
H 0.658891 -0.481908 -5.347497 -0.021 0.065 0.152 0.02
H -0.578081 -1.717175 -5.400323 0.117 0.080 -0.045 0.03
H -0.515356 -0.134599 -1.703804 -0.020 0.028 0.037 -0.06
H -1.399094 -3.732377 -3.265543 0.127 0.162 -0.051 0.04
H -0.549018 -3.969344 -1.711219 -0.072 -0.017 -0.066 0.03
H -2.887122 -0.961430 -2.255768 -0.028 -0.050 0.023 0.04
H -3.400175 -2.227924 -3.356045 0.009 0.012 0.063 0.07
H -4.311515 -1.964825 -1.849169 0.056 0.038 -0.015 0.06
H -3.555583 -3.056064 -0.100809 0.020 0.001 -0.011 0.01
H 3.272021 -0.595195 -3.419348 -0.341 -0.209 -0.530 0.07
H 4.446089 -2.504003 -0.105129 -0.067 0.010 0.013 0.11
H 3.697575 -0.973012 -0.538883 0.003 -0.066 -0.067 0.11
H 2.417587 -3.031027 1.335309 -0.119 0.082 -0.080 0.06
H 1.793373 -1.390478 0.994144 -0.026 -0.155 -0.131 0.08
H 3.322407 -1.614279 1.854119 -0.086 0.005 -0.050 0.07
C 2.742419 -5.122161 7.080371 0.091 -0.002 -0.042 -0.06
C 1.436845 -5.027161 6.323508 -0.116 -0.003 0.122 -0.21
O 1.638941 -4.715530 4.936885 0.044 0.010 0.001 0.04
C 2.008631 -5.741544 4.170011 -0.037 -0.031 -0.036 -0.61
O 2.154685 -6.880983 4.538911 0.035 -0.035 0.019 0.11
O 2.178756 -5.295756 2.933169 0.047 0.060 0.030 0.00
C 2.623613 -6.272244 1.985303 -0.058 0.049 -0.099 -0.03
H 3.321777 -4.206561 6.955739 -0.026 0.019 0.029 0.08
H 2.545044 -5.268838 8.143510 -0.006 0.002 0.005 0.07
H 3.338229 -5.960268 6.721411 -0.029 -0.018 0.001 0.07
H 0.827319 -4.206239 6.696428 0.011 0.022 -0.031 0.12
H 0.862148 -5.949652 6.403717 0.037 -0.024 -0.029 0.12
H 1.976401 -7.145952 2.004263 0.005 -0.005 0.011 0.10
H 3.649224 -6.567396 2.202578 -0.010 -0.023 0.030 0.10
H 2.568498 -5.778687 1.019716 0.006 -0.003 -0.003 0.10
C -0.263482 6.146899 -1.517953 -0.093 0.023 0.022 -0.07
C 0.546438 5.001274 -0.951517 0.120 0.028 -0.037 -0.21
O -0.225840 4.210153 -0.034145 0.002 -0.001 -0.016 0.01
C -1.093248 3.367811 -0.616541 0.014 -0.090 0.052 -0.62
O -1.245854 3.229451 -1.799255 -0.049 0.098 -0.119 0.12
O -1.752896 2.727336 0.341233 -0.071 0.029 0.002 -0.01
C -2.736430 1.794291 -0.147697 0.022 -0.056 -0.002 -0.02
H -0.686401 6.744954 -0.709763 0.039 0.041 -0.010 0.06
H 0.366190 6.790150 -2.134246 0.035 -0.020 0.012 0.08
H -1.078046 5.770913 -2.134959 0.017 -0.014 -0.014 0.08
H 1.380852 5.364557 -0.353522 -0.017 0.004 0.017 0.12
H 0.937400 4.361778 -1.742330 -0.059 -0.034 0.000 0.12
H -2.277696 1.098006 -0.847276 0.030 -0.006 0.001 0.05
H -3.552614 2.333734 -0.628628 0.023 0.007 -0.005 0.10
H -3.092175 1.267382 0.732517 -0.003 0.007 -0.002 0.09
C 4.619485 -5.958744 13.482771 0.000 -0.056 -0.075 -0.07
C 3.307023 -5.267285 13.189744 0.000 0.102 0.097 -0.21
O 2.739641 -5.703715 11.941515 0.017 -0.014 -0.014 0.03
C 2.118303 -6.880957 11.978286 -0.015 0.023 -0.015 -0.62
O 1.967044 -7.575075 12.950812 0.012 -0.037 0.032 0.12
O 1.681669 -7.156492 10.751886 0.017 0.008 -0.047 0.00
C 1.027313 -8.422789 10.617072 -0.041 0.016 -0.044 -0.03
H 5.314551 -5.820075 12.654310 0.014 0.025 0.017 0.08
H 5.064844 -5.536002 14.383909 0.001 0.005 0.004 0.08
H 4.468775 -7.025592 13.639587 -0.013 0.006 0.019 0.08
H 3.447826 -4.196599 13.056811 -0.002 -0.004 -0.029 0.12
H 2.582503 -5.428648 13.987230 -0.003 -0.048 -0.014 0.12
H 0.229863 -8.522399 11.349983 0.006 -0.003 0.009 0.09
H 1.743088 -9.233286 10.743321 0.000 0.002 0.032 0.10
H 0.623517 -8.432776 9.609712 0.009 -0.009 -0.004 0.09
C 6.028401 3.178763 -7.554500 -0.042 0.072 -0.046 -0.07
C 5.011432 3.044329 -6.443184 0.058 -0.093 0.096 -0.21
O 3.980403 4.045635 -6.533491 0.010 0.017 -0.037 0.03
C 3.035311 3.799330 -7.440287 0.002 0.011 0.046 -0.61
O 2.979591 2.841347 -8.165411 0.011 -0.019 -0.052 0.13
O 2.155076 4.799992 -7.407680 -0.001 0.027 -0.010 0.00
C 1.060102 4.642377 -8.315867 -0.116 -0.004 0.016 -0.04
H 6.447692 4.185695 -7.567178 0.027 -0.012 0.018 0.08
H 6.839067 2.466345 -7.398195 0.003 -0.003 0.006 0.08
H 5.572160 2.975620 -8.521868 -0.003 -0.022 0.008 0.07
H 5.466600 3.219520 -5.470507 -0.014 0.025 0.001 0.12
H 4.550688 2.057418 -6.439564 -0.023 0.011 -0.042 0.13
H 0.574367 3.681166 -8.160692 -0.002 -0.007 -0.027 0.09
H 1.402368 4.718854 -9.347004 0.035 -0.048 0.008 0.10
H 0.370924 5.451051 -8.092427 0.027 0.014 0.034 0.09
C -3.045935 6.155699 0.846721 -0.040 0.070 -0.115 -0.07
C -4.245810 5.967390 1.743350 0.085 -0.112 0.130 -0.20
O -5.334064 6.845482 1.382832 0.002 0.007 -0.021 0.04
C -6.052116 6.451663 0.335835 0.009 0.040 0.006 -0.62
O -5.907467 5.435839 -0.291326 0.003 -0.045 -0.022 0.13
O -6.981324 7.381892 0.092331 -0.004 0.007 -0.002 0.00
C -7.807904 7.097560 -1.039911 -0.039 0.024 0.017 -0.04
H -2.732727 7.201265 0.839179 0.019 -0.009 0.061 0.08
H -2.218334 5.540431 1.200291 0.002 -0.006 -0.001 0.08
H -3.274318 5.860689 -0.177496 -0.008 -0.052 0.018 0.08
H -4.015875 6.238396 2.771860 -0.025 0.039 -0.006 0.12
H -4.597499 4.936665 1.726162 -0.022 0.008 -0.055 0.12
H -8.251774 6.108133 -0.953945 0.003 -0.005 -0.004 0.09
H -7.226100 7.151227 -1.958765 0.010 -0.025 0.002 0.10
H -8.578097 7.862967 -1.036060 0.004 0.004 -0.010 0.09
```
Positions in Å, forces in eV/Å.

Results
* total charge: -1
* total energy: -75367.5369 eV
* F_max: 0.987 eV/Å
* Kohn-Sham gap: 0.224 Eh